No. 1
Molecular formula: C30H30N7O2STi
Method: DFT, ωB97M-V/def2-TZVPD

Computed properties:
E_tot: -2941.77323 Ha
spin multiplicity: 1
energy above the lowest of the compared OMol25 structures with the same formula, charge and spin: 0.0 kcal per mole
orbital gap: 3.7 eV
charge: +3

Geometry as XYZ:
```
71
Properties=species:S:1:pos:R:3:forces:R:3
Ti 1.231 -0.298 -1.361 1.250 1.757 0.532
S -0.434 2.550 -2.543 0.578 0.595 0.616
O 0.089 -1.855 -0.928 -3.227 -3.316 -1.187
O 2.898 -1.284 -0.671 0.857 1.826 -0.023
N 0.027 0.899 -2.599 -0.136 -1.717 -0.818
N -1.425 0.476 -4.428 1.393 -0.478 -0.329
N 0.065 0.088 5.879 -0.378 -0.608 0.339
N 1.622 -1.133 -3.324 -1.214 -0.306 -0.508
N 0.731 0.200 0.735 -0.767 -1.360 0.536
N -0.939 2.032 5.407 0.012 -0.516 -0.952
N 4.970 -0.985 0.232 -1.242 -1.742 0.335
C -0.318 0.975 4.879 -0.215 0.747 1.693
C -2.226 1.641 -4.407 -0.658 0.347 0.721
C 3.901 0.992 -0.627 0.452 -0.575 -0.388
C -1.582 2.567 7.782 -1.220 -0.354 1.399
C 0.962 -2.943 -5.377 0.430 0.916 -0.479
C -0.409 0.549 7.127 -0.579 1.428 -1.840
C -3.366 1.733 -5.222 1.281 -1.876 -0.111
C -1.062 1.802 6.756 1.731 -1.898 0.374
C 0.435 1.437 1.184 -0.315 0.546 -0.726
C 0.472 -0.973 -4.030 0.348 -2.059 -1.191
C -2.819 3.681 -3.205 -0.409 -2.373 -1.315
C -4.019 3.641 -3.946 1.085 0.751 0.863
C -1.941 2.592 -3.438 -0.955 1.038 0.155
C -0.783 -2.800 -1.196 1.568 1.352 1.298
C 0.545 -0.832 1.651 0.684 0.573 -0.164
C 0.130 -1.876 -5.086 0.053 0.251 1.909
C -0.800 0.971 9.465 0.246 -0.740 -1.380
C -4.259 2.715 -4.934 -1.870 0.987 -1.398
C 2.151 -3.035 -4.646 -0.187 -1.706 -0.535
C -0.347 0.136 8.452 1.182 -0.529 0.136
C 2.430 -2.182 -3.632 -1.031 2.120 0.437
C 0.224 -0.581 2.985 0.902 0.119 -0.920
C -0.365 0.169 -3.657 -1.003 1.618 -0.010
C -0.034 0.737 3.464 -0.001 -0.281 -0.699
C 0.005 1.750 2.463 0.577 0.090 0.944
C -1.485 2.109 9.135 -0.459 2.080 -2.149
C -0.326 -4.094 -1.747 0.436 -1.363 -0.369
C 2.747 1.256 -1.527 -1.330 -1.545 0.041
C -2.257 -2.662 -0.888 0.537 0.167 -0.500
C 3.890 -0.500 -0.337 0.215 -0.057 0.319
H 4.917 1.217 -1.034 -0.803 -0.014 -0.029
H -1.908 2.712 9.918 -0.133 0.212 0.063
H 2.808 -3.890 -4.707 0.175 -0.025 -0.626
H -4.757 4.388 -3.758 -0.360 0.469 0.085
H 3.310 -2.193 -3.048 0.781 -0.514 0.475
H 0.669 -3.539 -6.253 0.466 -0.292 0.780
H -0.096 2.794 2.792 -0.272 -0.517 -0.425
H -2.620 -3.518 -0.278 0.227 0.279 -0.756
H -2.832 -2.539 -1.843 0.456 -0.634 0.638
H -0.601 0.736 10.482 -0.101 -0.368 0.617
H 0.757 -1.864 1.269 -0.176 1.215 0.688
H -2.227 3.382 7.477 0.274 0.394 0.452
H 2.143 2.122 -1.413 -0.112 1.191 0.530
H 4.943 -1.973 0.521 0.274 0.641 -0.218
H 0.532 -0.788 5.686 -0.093 0.199 0.422
H -1.156 -4.711 -2.105 -0.154 0.464 -0.133
H -0.865 -1.964 -5.483 -0.214 0.703 -0.440
H 2.995 1.200 -2.559 0.232 -0.137 -1.065
H 0.381 -1.416 3.649 -0.601 -0.131 0.158
H -5.180 2.855 -5.566 1.037 -0.388 0.831
H -1.629 -0.108 -5.226 0.292 -0.183 -0.021
H 0.398 -3.981 -2.574 -0.148 0.131 0.488
H -2.446 -1.764 -0.348 -0.021 0.775 0.583
H 3.828 1.601 0.257 -0.038 -0.143 0.780
H 0.498 2.178 0.370 0.038 0.090 0.877
H 0.187 -0.757 8.749 -0.008 -0.164 -0.209
H -2.623 4.415 -2.458 0.084 0.420 0.329
H -3.534 0.970 -6.021 0.045 0.788 0.770
H 0.131 -4.830 -1.018 -0.144 1.298 -0.205
H 5.646 -0.398 0.680 0.377 0.330 -0.098
```
Positions in Å, forces in eV/Å.

No. 2
Molecular formula: C30H30N8O7SSiTi
Method: DFT, ωB97M-V/def2-TZVPD

Computed properties:
E_tot: -3663.10085 Ha
spin multiplicity: 1
energy above the lowest of the compared OMol25 structures with the same formula, charge and spin: 84.3 kcal per mole
orbital gap: 7.4 eV

Geometry as XYZ:
```
78
Properties=species:S:1:pos:R:3:forces:R:3
Ti -0.109 -0.352 0.287 -0.116 0.434 0.393
S 1.229 -3.269 0.988 0.081 -0.339 0.030
Si -0.035 2.250 0.412 0.042 0.077 -0.155
O 0.975 -4.143 2.119 0.005 0.057 -0.021
O -3.272 -1.817 1.746 -0.025 0.077 -0.109
O 2.890 -3.068 0.882 -0.073 -0.012 -0.004
O -1.844 -0.184 1.574 0.021 -0.066 -0.129
O 3.221 0.340 -0.305 -0.043 -0.009 0.002
O -1.661 -1.880 0.290 -0.004 0.047 -0.028
O 1.215 -0.324 -1.050 0.005 0.020 0.098
N 0.947 -1.705 1.378 0.049 0.028 0.076
N -5.325 -3.615 -0.057 -0.049 -0.014 -0.032
N 5.686 -7.750 -0.281 -0.002 0.004 -0.002
N 1.999 -1.546 3.524 0.023 -0.039 0.071
N -4.738 -1.712 -1.356 -0.064 -0.046 -0.039
N -1.480 0.276 -1.396 -0.094 0.004 -0.118
N -2.316 -1.327 1.228 0.029 -0.160 0.177
N 0.773 0.195 2.452 0.015 -0.117 -0.177
C -1.865 0.667 -3.719 -0.040 0.016 -0.013
C -0.171 2.975 -1.329 -0.062 0.034 0.035
C 1.566 0.520 4.651 -0.016 -0.032 0.014
C -5.069 1.201 -1.821 0.047 0.017 -0.024
C 3.951 -4.518 -0.707 -0.015 0.041 -0.011
C -3.191 0.976 -3.472 0.016 -0.028 0.001
C -6.246 -2.886 0.563 -0.004 -0.015 -0.018
C 2.541 -0.340 -1.024 0.153 0.027 -0.007
C 5.009 -6.562 0.016 -0.008 0.016 -0.006
C -1.045 0.321 -2.664 0.017 -0.042 0.017
C -1.332 3.594 -1.794 0.024 -0.004 0.002
C 3.571 -4.246 0.596 0.078 -0.048 -0.052
C -5.681 -0.993 -0.738 0.051 0.056 0.040
C -6.469 -1.556 0.257 -0.023 0.001 -0.021
C -3.665 0.899 -2.172 -0.016 -0.006 -0.008
C -4.615 -2.979 -0.982 0.148 0.058 0.144
C 0.919 2.898 -2.201 0.010 -0.006 -0.003
C -1.488 2.888 1.419 -0.012 -0.060 0.005
C 1.298 -1.049 2.518 -0.061 -0.037 -0.140
C -2.765 0.565 -1.173 0.003 0.030 0.007
C 4.610 -6.279 1.322 0.006 -0.003 -0.011
C 0.847 3.403 -3.491 0.006 -0.002 -0.002
C 1.595 2.948 1.046 0.016 -0.005 0.001
C 2.126 -0.748 4.578 0.069 0.036 -0.064
C -1.411 4.106 -3.083 0.008 0.004 -0.019
C -5.905 0.407 -1.155 -0.048 -0.046 0.008
C 4.668 -5.667 -0.997 0.013 -0.033 0.016
C 3.897 -5.129 1.613 -0.011 0.003 0.052
C 0.884 0.957 3.530 -0.024 0.068 -0.004
C -0.322 4.006 -3.938 -0.006 0.006 0.013
H 4.963 -5.877 -2.019 -0.003 0.008 0.001
H -5.431 2.177 -2.128 -0.007 0.005 0.024
H -1.460 0.703 -4.720 0.020 -0.002 0.010
H 1.706 3.333 -4.148 -0.001 0.001 0.001
H -1.455 3.979 1.479 -0.001 0.005 0.000
H 1.693 3.972 0.677 -0.023 -0.004 -0.021
H -3.829 -3.549 -1.465 -0.040 -0.025 -0.058
H 2.711 -1.142 5.402 -0.026 -0.007 0.015
H -2.442 2.597 0.974 0.002 0.024 0.013
H -0.003 0.088 -2.818 -0.004 -0.003 0.002
H 3.578 -4.910 2.622 -0.003 0.015 -0.011
H 2.974 -1.033 -1.760 -0.059 -0.040 -0.010
H 4.857 -6.972 2.117 -0.001 0.002 0.000
H -7.228 -0.978 0.768 0.000 -0.006 0.000
H 1.669 2.982 2.131 0.018 -0.011 0.010
H 2.435 2.363 0.671 -0.003 0.010 0.023
H -2.322 4.585 -3.421 -0.001 0.001 0.003
H -3.103 0.553 -0.147 0.011 -0.017 0.022
H -0.380 4.405 -4.943 0.000 0.000 0.000
H 6.196 -8.145 0.493 0.001 -0.001 0.003
H 1.841 2.433 -1.866 0.004 0.010 -0.002
H -1.483 2.482 2.432 -0.016 0.012 -0.016
H 1.667 1.137 5.530 -0.018 0.011 -0.005
H -3.854 1.255 -4.282 -0.002 -0.001 0.004
H 6.251 -7.713 -1.115 0.002 -0.003 -0.001
H -2.195 3.682 -1.142 0.006 0.008 -0.005
H 0.419 1.933 3.493 0.016 -0.003 0.017
H -6.830 -3.389 1.327 0.005 0.006 0.009
H -6.884 0.799 -0.904 -0.001 0.013 -0.015
H 3.688 -3.821 -1.493 0.000 0.001 0.005
```
Positions in Å, forces in eV/Å.

No. 3
Molecular formula: C30H30NO4TeW
Method: DFT, ωB97M-V/def2-TZVPD

Computed properties:
E_tot: -1850.92727 Ha
spin multiplicity: 1
orbital gap (alpha / beta): 5.0 / 4.5 eV
charge: +3

Geometry as XYZ:
```
67
Properties=species:S:1:pos:R:3:forces:R:3
W -0.437 -0.951 0.443 1.893 0.428 0.143
Te 1.978 -0.204 1.587 0.746 1.741 0.509
O -1.244 -1.684 2.486 0.232 0.247 -0.597
O 0.498 -2.564 0.615 -1.927 1.025 1.570
O 1.095 -1.001 -1.280 -0.379 -0.389 0.611
O 1.934 -4.159 -0.007 -0.791 0.761 0.462
N -1.471 0.362 -0.814 -0.640 -1.499 0.527
C -4.085 -0.386 -1.498 0.332 0.154 -0.334
C 3.853 2.039 1.336 -0.336 -0.126 0.629
C -2.777 0.182 2.741 0.432 -0.367 0.022
C -1.859 0.286 -2.111 0.587 0.531 -0.064
C 5.257 -3.285 -3.036 -0.176 0.290 0.077
C 1.303 -2.423 -1.610 0.370 -1.128 0.179
C -1.006 -3.652 -4.385 -0.023 0.017 -0.049
C -2.335 -3.209 -2.435 0.045 0.121 0.227
C 0.136 -3.270 -3.698 -0.006 0.091 0.229
C 5.744 3.373 1.962 -0.163 0.003 0.183
C 3.321 2.192 2.625 0.311 -0.241 -0.693
C 1.997 1.546 2.913 -0.299 0.142 0.335
C 1.313 -3.171 -0.226 1.887 -1.213 -2.583
C -2.236 -3.634 -3.752 -0.017 -0.007 0.022
C 2.658 -2.680 -2.230 0.081 0.125 -0.200
C -1.198 -2.820 -1.745 -0.031 -0.135 0.131
C -2.112 0.785 1.497 0.019 -1.068 0.158
C -3.730 -0.327 -0.175 0.657 -0.030 0.293
C 5.207 3.544 3.232 -0.011 -0.121 -0.215
C 3.042 1.263 0.336 0.027 0.090 -0.347
C 2.994 -3.983 -2.612 -0.036 0.332 0.025
C 3.999 2.944 3.569 0.074 -0.013 -0.028
C 4.924 -1.988 -2.665 0.150 -0.230 -0.101
C 0.058 -2.873 -2.367 0.118 0.229 0.145
C 3.632 -1.686 -2.265 -0.192 -0.032 0.036
C -3.134 -0.061 -2.489 -0.473 0.131 0.677
C 5.069 2.619 1.011 -0.011 -0.031 0.017
C -2.399 0.042 0.187 -1.497 1.116 -0.712
C 4.284 -4.275 -3.021 -0.020 0.057 0.046
C -2.603 -1.336 2.850 -0.793 0.430 0.129
H -3.293 -3.211 -1.942 -0.172 -0.031 0.077
H 3.406 -0.669 -1.969 0.006 0.009 -0.008
H -5.101 -0.625 -1.776 -0.068 -0.057 -0.048
H -0.925 -3.970 -5.413 -0.021 -0.028 -0.075
H 6.268 -3.519 -3.330 0.075 -0.032 -0.050
H -3.121 -3.958 -4.273 -0.123 -0.059 -0.090
H 5.677 -1.215 -2.673 0.064 0.081 -0.044
H -2.362 0.665 3.629 -0.027 0.023 -0.109
H 5.739 4.124 3.969 0.038 0.047 0.066
H -2.792 -1.648 3.881 0.123 -0.067 -0.179
H -1.035 -2.563 2.859 0.220 0.269 -0.408
H 1.914 1.232 3.952 -0.110 -0.151 -0.097
H 1.201 -0.512 -2.120 -0.289 0.101 0.370
H 3.685 0.763 -0.389 -0.239 -0.159 0.079
H 2.261 -4.772 -2.558 -0.068 -0.119 -0.028
H 6.697 3.814 1.714 0.075 0.063 -0.026
H 3.597 3.062 4.561 -0.054 0.017 0.203
H -3.844 0.406 2.735 0.001 0.030 0.008
H 2.316 1.904 -0.179 -0.047 -0.320 0.091
H -0.976 0.820 1.614 -0.175 0.296 0.236
H 5.493 2.494 0.027 0.051 -0.038 -0.123
H -4.467 -0.490 0.598 -0.034 0.028 0.053
H 1.175 2.228 2.667 -0.091 -0.354 -0.073
H -1.338 -2.578 -0.647 -0.184 -0.536 -0.845
H 1.095 -3.283 -4.192 0.068 -0.032 -0.032
H 4.536 -5.283 -3.306 0.009 -0.115 -0.036
H -3.413 -0.062 -3.528 0.067 -0.027 -0.217
H -3.293 -1.872 2.188 0.187 0.019 0.122
H -1.115 0.566 -2.846 0.059 -0.198 0.001
H -2.425 1.832 1.394 0.521 -0.095 -0.275
```
Positions in Å, forces in eV/Å.